(1)
Below is a 2-piece molecular cluster, C2H9N3O overall, with properties calculated with ωB97M-V/def2-TZVPD.

```
15
Properties=species:S:1:pos:R:3:forces:R:3:nbo_charge:R:1
C 2.1233 0.9627 0.6172 -0.288 -0.196 0.020 -0.413
N 0.9296 0.3236 1.1697 0.026 -0.056 -0.100 -0.654
C 0.2063 -0.5491 0.3515 0.150 0.306 -0.099 0.584
N -0.5984 -1.4138 1.0676 -0.011 -0.214 0.111 -0.825
N 0.3049 -0.5058 -0.9187 0.176 -0.138 -0.287 -0.787
H 2.8585 1.0529 1.4150 -0.070 0.443 0.034 0.196
H 2.5668 0.3123 -0.1221 -0.072 -0.224 -0.224 0.223
H 1.8974 1.9033 0.1149 0.182 0.138 0.149 0.191
H 0.3338 0.9568 1.6875 0.087 -0.244 0.166 0.385
H -0.2011 -1.7093 1.9471 -0.037 0.075 0.013 0.389
H -0.9227 -2.1895 0.5102 -0.219 0.032 0.105 0.380
H -0.1384 -1.3133 -1.3537 -0.022 0.052 0.059 0.334
H -2.6183 1.2149 -1.2200 -0.003 -0.142 -0.398 0.463
H -1.5708 0.4626 -2.0180 -0.090 0.146 -0.021 0.482
O -2.4653 0.8299 -2.0973 0.190 0.021 0.470 -0.948
```
Forces are in eV/Å.

The SMILES is [H]/N=C(\N)NC.O. For the energy above the lowest of the compared OMol25 structures with the same formula, charge and spin, the calculation gives 55.8 kJ/mol. As for the strongest force on any atom: 0.5 eV/A. As for the multiplicity: 1. For the total energy, the calculation gives -321.11048 a.u. The charge is 0.

***

(2)
Below is a 2-piece molecular cluster, C2H9N3O overall in a non-equilibrium geometry, with properties calculated with ωB97M-V/def2-TZVPD.

```
15
Properties=species:S:1:pos:R:3:forces:R:3:nbo_charge:R:1
N -1.3834 0.1835 1.1115 -1.516 -0.168 0.113 -0.746
C -2.0701 -0.3624 0.1614 1.975 -0.124 0.744 0.289
N -1.9030 0.0531 -1.1253 -1.187 0.056 0.786 -0.820
H 0.2769 0.8947 0.6682 0.571 -0.434 -0.593 0.509
H -1.7044 -0.2483 1.9767 0.215 0.236 0.140 0.340
H -2.6448 -1.2534 0.4160 -0.320 0.026 -0.718 0.156
H -1.8008 -0.6014 -1.8696 -0.178 0.011 -0.337 0.399
H -1.6369 1.0164 -1.2104 0.665 -0.133 -0.377 0.412
N 2.1584 -1.0658 -0.0120 -0.145 0.160 -0.209 -0.839
C 2.1493 0.3962 -0.0309 -0.257 0.131 1.075 0.088
O 0.8266 0.8687 -0.1538 0.143 0.981 -0.255 -0.790
H 1.3647 -1.3096 -0.6001 0.287 -0.159 -0.428 0.350
H 1.8132 -1.3884 0.8872 0.332 0.201 0.251 0.344
H 2.7587 0.8414 -0.8270 -0.433 -0.546 -0.308 0.162
H 2.6330 0.7790 0.8781 -0.152 -0.238 0.116 0.145
```
Forces are in eV/Å.

The SMILES is [H]/N=C/N.NCO. For the energy above the lowest of the compared OMol25 structures with the same formula, charge and spin, the calculation gives 135.9 kJ/mol. As for the strongest force on any atom: 2.1 eV/A. As for the multiplicity: 1. For the total energy, the calculation gives -321.07999 a.u. The charge is 0.

***

(3)
Below is a 2-piece molecular cluster, C2H9N3O overall in a non-equilibrium geometry, with properties calculated with ωB97M-V/def2-TZVPD.

```
15
Properties=species:S:1:pos:R:3:forces:R:3:nbo_charge:R:1
C -1.4437 -1.5302 -1.2308 -1.067 -1.947 0.832 -0.477
N -1.0143 -0.1177 -1.3567 1.915 -1.795 2.344 -0.493
C 0.2171 0.0500 -0.7304 -5.063 5.564 -1.298 0.569
N 0.4603 1.4790 -0.4314 1.781 -3.456 -0.129 -0.673
N 0.9551 -0.8722 -0.2538 3.390 -0.006 0.481 -0.293
H -2.5288 -1.7537 -1.0930 0.622 1.236 -0.092 0.256
H -1.2164 -2.1999 -2.0590 0.539 0.672 -0.392 0.244
H -0.9635 -2.0071 -0.3353 -0.324 0.525 -0.718 0.231
H -1.6670 0.5724 -0.9790 -0.040 -0.032 -0.871 0.419
H -0.2048 2.0030 0.1272 -0.221 -0.210 -0.138 0.424
H 1.4265 1.5683 -0.0968 -0.543 0.558 -0.080 0.400
H 1.9510 -0.5025 -0.1710 -1.039 -1.160 0.035 0.390
H 2.1001 0.9433 2.9895 1.164 0.301 0.053 0.474
H 0.7612 1.5269 2.5622 -0.352 1.062 -0.353 0.453
O 1.1674 0.8404 3.0582 -0.761 -1.313 0.323 -0.923
```
Forces are in eV/Å.

For the energy above the lowest of the compared OMol25 structures with the same formula, charge and spin, the calculation gives 183.9 kJ/mol. As for the strongest force on any atom: 7.6 eV/A. The expectation value of S² is 0.7632. As for the multiplicity: 2. For the total energy, the calculation gives -320.74605 a.u. The charge is +1.

***

(4)
Below is C2H9N3O2 as an isolated structure, with properties calculated with ωB97M-V/def2-TZVPD.

```
16
Properties=species:S:1:pos:R:3:forces:R:3:nbo_charge:R:1
C 1.4442 0.6835 -0.4666 -0.082 -0.195 0.097 -0.433
N 0.8253 -0.3495 0.3909 0.190 -0.273 0.005 -0.138
O 1.7189 -1.4442 0.6236 -0.372 0.511 -0.075 -0.537
H 2.3246 -1.1360 1.3144 -0.060 -0.010 -0.060 0.474
H 0.4379 0.0910 1.2628 0.065 -0.083 -0.089 0.464
H 1.6245 0.2550 -1.4465 -0.015 -0.001 0.018 0.246
H 0.7374 1.5059 -0.5426 -0.011 -0.024 0.012 0.253
H 2.3663 1.0102 0.0117 -0.031 -0.018 -0.012 0.203
N -1.9559 1.3124 0.4778 0.115 -0.235 0.033 -0.539
C -0.5105 -0.8933 -0.1454 -0.006 0.372 0.128 0.321
O -1.2534 0.2860 1.1491 0.045 -0.105 -0.434 -0.660
N -0.7813 -0.5888 -1.3606 0.110 0.022 0.240 -0.855
H -1.7675 1.1571 -0.5278 -0.047 -0.029 0.103 0.329
H -2.9453 1.0847 0.5902 0.102 0.006 -0.025 0.319
H -1.5274 -1.1676 -1.7292 0.034 -0.001 0.052 0.365
H -0.7376 -1.8064 0.3982 -0.036 0.064 0.007 0.186
```
Forces are in eV/Å.

For the energy above the lowest of the compared OMol25 structures with the same formula, charge and spin, the calculation gives 611.4 kJ/mol. As for the strongest force on any atom: 0.6 eV/A. As for the multiplicity: 1. For the total energy, the calculation gives -396.14690 a.u. The charge is 0.

***

(5)
Below is an isolated ion of composition C2H9N4 and charge +1 in a non-equilibrium geometry, with properties calculated with ωB97M-V/def2-TZVPD.

```
15
Properties=species:S:1:pos:R:3:forces:R:3:nbo_charge:R:1
C -1.3464 0.1825 0.2067 3.974 -1.236 3.117 0.545
C 1.5592 -0.3670 -0.8525 -2.115 0.435 -1.522 -0.423
N -1.9968 1.1921 0.3466 -1.840 4.371 1.176 -0.659
N -1.5892 -0.7792 -0.6736 -1.992 -1.797 -1.634 -0.829
N -0.0823 -0.1185 1.0649 -1.919 -0.358 -2.396 -0.526
N 1.1267 0.2934 0.4377 -0.399 0.512 -1.080 -0.332
H 1.9297 -1.3682 -0.6853 -0.502 -0.279 0.117 0.245
H 0.7643 -0.2535 -1.6649 1.007 -0.508 1.401 0.270
H 2.3712 0.2411 -1.1431 1.095 0.586 -0.501 0.225
H -1.7035 1.9626 1.0083 -0.224 -1.510 -1.128 0.384
H -2.4794 -0.4324 -1.1162 1.063 -1.265 0.075 0.426
H -1.6188 -1.7779 -0.3442 0.132 1.615 -0.451 0.423
H -0.1869 0.0596 2.0550 0.519 0.667 -0.087 0.414
H 1.4786 1.2736 0.3563 -1.531 0.008 0.290 0.415
H 1.7735 -0.1083 1.0044 2.732 -1.242 2.624 0.422
```
Forces are in eV/Å.

The SMILES is [H]/N=C(/N)N[NH2+]C. For the energy above the lowest of the compared OMol25 structures with the same formula, charge and spin, the calculation gives 342.2 kJ/mol. As for the strongest force on any atom: 5.2 eV/A. As for the multiplicity: 1. For the total energy, the calculation gives -300.28901 a.u. The charge is +1.

***

(6)
Below is a 2-piece molecular cluster, C2H9N4P overall in a non-equilibrium geometry, with properties calculated with ωB97M-V/def2-TZVPD.

```
16
Properties=species:S:1:pos:R:3:forces:R:3:nbo_charge:R:1
C 3.1138 -0.5444 -0.6979 1.617 -2.801 -1.432 0.071
C -0.9321 2.1027 0.3891 -0.325 0.120 -2.284 -0.430
N 3.6901 -1.3781 -1.2700 -0.892 1.822 0.930 -0.317
N -0.0816 1.2060 -0.4712 -0.184 -1.442 0.835 -1.070
N -1.6205 -1.1309 -0.5698 0.548 1.268 0.577 -1.175
N 0.2317 -0.8327 1.3081 -1.467 3.309 -0.129 -1.179
P -0.1270 -0.3664 -0.2768 -1.286 2.105 0.990 1.812
H 2.4540 -0.0045 -0.0971 -0.403 1.179 0.599 0.234
H 0.6904 -0.9566 -1.2056 0.773 -0.214 0.098 -0.065
H -0.4989 3.1339 0.5458 -0.203 -1.448 0.099 0.207
H -1.4188 1.6580 1.2355 0.627 -0.225 1.261 0.169
H -1.8406 2.2249 -0.2112 0.034 0.716 -0.178 0.187
H -1.8705 -0.7027 -1.4240 -1.042 0.471 -1.215 0.382
H -1.6684 -2.1111 -0.7071 0.202 -1.104 0.181 0.388
H -0.5561 -0.5658 1.9449 1.020 -0.042 -0.864 0.404
H 0.4346 -1.7325 1.5072 0.979 -3.714 0.530 0.384
```
Forces are in eV/Å.

The SMILES is CN=[PH](N)N.C#N. For the energy above the lowest of the compared OMol25 structures with the same formula, charge and spin, the calculation gives 149.4 kJ/mol. As for the strongest force on any atom: 3.9 eV/A. As for the multiplicity: 1. For the total energy, the calculation gives -641.92385 a.u. The charge is 0.

***

(7)
Below is the molecule C2H9N5O in a non-equilibrium geometry, with properties calculated with ωB97M-V/def2-TZVPD.

```
17
Properties=species:S:1:pos:R:3:forces:R:3:nbo_charge:R:1
C -0.5435 0.5105 1.6374 -0.041 0.211 -0.228 -0.427
N 2.1085 1.2922 -0.1830 0.568 -0.206 -0.125 -0.623
N 0.7675 1.1949 -0.2658 -1.220 0.334 -0.253 0.105
N 0.2810 0.0846 0.5329 0.662 -0.099 -0.829 -0.364
H 2.6210 0.4225 -0.3361 -0.202 0.025 -0.053 0.342
H 2.4464 2.0468 -0.7668 -0.086 -0.040 0.087 0.371
H -1.3829 1.1488 1.3346 0.014 -0.049 0.026 0.177
H 0.0886 1.0693 2.3252 -0.052 -0.058 0.109 0.219
H -0.9192 -0.3826 2.1355 -0.006 0.025 0.095 0.203
C -0.3410 -0.5082 -0.7127 0.003 -0.310 0.730 0.628
N -1.7564 -0.4659 -0.8267 0.187 -0.116 -0.372 -0.858
N 0.1240 -1.8248 -0.9758 -0.129 -0.055 -0.255 -0.830
O 0.2673 0.4590 -1.5270 0.735 0.300 0.713 -0.441
H -2.0888 0.4795 -0.9589 -0.139 -0.184 0.289 0.390
H -2.2345 -1.0181 -0.1291 -0.178 0.315 -0.028 0.369
H 1.0673 -1.9721 -0.6458 -0.123 0.025 0.149 0.372
H -0.5054 -2.5363 -0.6380 0.008 -0.117 -0.054 0.366
```
Forces are in eV/Å.

The SMILES is CN1N(N)OC1(N)N. For the energy above the lowest of the compared OMol25 structures with the same formula, charge and spin, the calculation gives 459.7 kJ/mol. As for the strongest force on any atom: 1.3 eV/A. As for the multiplicity: 1. For the total energy, the calculation gives -430.50892 a.u. The charge is 0.

***

(8)
Below is a 2-piece molecular cluster, C2H9N5O overall, with properties calculated with ωB97M-V/def2-TZVPD.

```
17
Properties=species:S:1:pos:R:3:forces:R:3:nbo_charge:R:1
N -2.0343 1.4946 -0.4856 0.194 -0.024 0.103 -0.836
C -1.8306 0.1378 -0.3209 0.054 0.151 0.045 0.786
N -1.4751 -0.2396 0.9578 -0.373 -0.072 0.046 -0.842
O -1.9370 -0.6519 -1.2371 0.068 -0.213 -0.099 -0.663
H -1.5520 2.0655 0.1909 0.079 0.080 -0.021 0.381
H -1.8128 1.7793 -1.4278 -0.186 0.032 -0.043 0.398
H -1.6150 -1.2174 1.1495 0.034 -0.074 -0.071 0.397
H -1.7741 0.3601 1.7081 0.067 0.077 0.053 0.381
N 1.9551 -0.9608 0.9166 0.454 0.234 -0.023 -0.844
C 1.4978 -0.1645 -0.1496 -0.073 -0.241 0.156 0.588
N 1.1373 -0.9232 -1.2444 -0.236 -0.139 0.056 -0.823
N 1.3699 1.1012 -0.1366 0.022 0.187 -0.244 -0.785
H 2.3836 -0.3976 1.6375 -0.144 0.041 0.081 0.371
H 2.6339 -1.6536 0.6294 -0.157 -0.174 -0.163 0.378
H 0.7108 -1.8020 -0.9797 0.065 0.041 -0.078 0.384
H 0.5311 -0.4317 -1.8891 0.166 0.053 0.072 0.403
H 1.8116 1.5037 0.6811 -0.034 0.041 0.131 0.328
```
Forces are in eV/Å.

The SMILES is N=C(N)N.NC(N)=O. For the energy above the lowest of the compared OMol25 structures with the same formula, charge and spin, the calculation gives 0.0 kJ/mol. As for the strongest force on any atom: 0.5 eV/A. As for the multiplicity: 1. For the total energy, the calculation gives -430.68403 a.u. The charge is 0.

***

- total energy of number 3 (C2H9N3O)?
  -320.74605 a.u.

***

- strongest force on any atom of number 2 (C2H9N3O)?
  2.1 eV/A

***

- Among the records above, which one has the highest multiplicity?
  number 3

***

- charge of number 6 (C2H9N4P)?
  0